Here is a cluster of 9 separate species, C41H73F5N2O27S in total in a non-equilibrium geometry from OMol25. Energies are from ωB97M-V with the def2-TZVPD basis set.

Calculated values
- HOMO level (eV) = -10.05
- E (eV) = -126385.586
- structure (SMILES) = [H]/N=C\C[C@@]1(F)NC(=O)[C@H](C(F)(F)F)[C@@]1(C=C)S(=O)(=O)F.CCOC(=O)OC.CCOC(=O)OC.CCOC(=O)OC.CCOC(=O)OC.CCOC(=O)OC.CCOC(=O)OC.CCOC(=O)OC.CCOC(=O)OC
- Kohn-Sham gap (eV) = 9.37

Geometry as XYZ:
```
149
Properties=species:S:1:pos:R:3:forces:R:3
S -0.261657 4.871837 4.854671 0.6 1.2 -0.8
F -0.037960 0.454130 4.223160 -0.1 -0.4 1.1
F -0.163123 0.601400 2.131347 0.6 -0.3 -1.3
F -0.169212 4.343375 6.340676 -0.2 -0.3 -0.6
F -2.437356 3.159259 1.878019 -0.2 -0.6 0.8
F -1.917922 0.860972 3.246664 -1.4 -0.2 0.4
O -8.003232 0.025910 -6.987017 0.0 0.0 -0.1
O 11.792735 -3.396299 0.850848 0.0 0.1 0.0
O -5.075288 4.269557 -3.687696 0.1 0.1 0.1
O 4.969328 0.922429 4.363560 0.0 0.0 -0.1
O 6.804222 5.445169 5.184288 0.0 0.0 -0.1
O 0.230978 -2.417052 -5.006368 0.0 0.1 0.0
O 10.345953 -1.904240 1.438408 0.2 0.0 0.0
O -0.941379 6.106795 4.907906 -1.1 0.4 0.3
O -1.036814 -1.396198 -6.577410 0.1 0.0 0.0
O -3.503149 2.703841 -4.125346 0.0 0.1 0.2
O 5.114925 5.400055 3.676836 0.1 -0.1 -0.1
O 7.080199 5.994333 3.007054 0.0 -0.1 0.0
O -0.972134 -4.558351 6.418628 0.1 0.1 0.1
O -1.125021 -0.857722 -4.379716 0.2 0.0 0.0
O -9.209355 -0.614712 -8.789581 0.1 0.0 0.0
O 0.622379 -3.310809 5.668868 -0.1 0.0 0.1
O -4.121534 3.278800 -2.024861 0.1 0.1 0.0
O 1.062938 4.913103 4.365714 0.8 -0.8 0.0
O 3.841713 0.240401 2.525882 0.1 0.0 0.1
O -2.520669 -6.384289 -2.778277 0.0 0.0 -0.1
O -1.718856 -6.636922 -4.876815 -0.1 0.1 0.0
O -7.600420 -1.890877 -8.124580 0.0 0.1 -0.2
O -3.771181 -7.357705 -4.245839 0.0 0.2 0.0
O -1.508934 -2.598330 5.417716 0.1 0.0 0.1
O 5.471541 -0.981675 3.244182 0.0 0.1 -0.1
O 10.528101 -2.430532 -0.756609 0.1 0.0 0.1
O 0.951200 3.006305 1.288339 2.1 -0.9 -2.1
N -0.655259 4.501521 1.963640 0.3 -1.2 -0.1
N -3.094412 6.271027 0.532160 -0.5 -0.4 -1.2
C 5.944221 -1.807260 5.488713 -0.3 0.1 0.1
C -3.491620 -0.545728 -4.869088 -0.1 -0.3 -0.1
C -2.270107 3.123684 5.040780 0.0 -0.9 -0.8
C -10.042252 0.528230 -8.594125 -0.2 0.2 0.0
C 4.196653 4.994671 4.705288 -0.2 -0.1 0.4
C -2.692362 6.325317 1.710263 0.2 0.3 1.3
C -4.163338 3.359814 -3.358879 -0.3 0.0 0.0
C -3.246870 2.267561 -1.522782 0.1 -0.2 0.2
C -1.262717 -5.817534 -2.403675 0.2 0.1 0.1
C -0.269995 2.602371 3.381638 0.9 0.1 0.4
C -2.147855 0.116643 -4.653143 -0.4 0.1 -0.1
C -8.238918 -0.746929 -7.880363 -0.1 -0.2 0.1
C 4.784866 0.141558 3.465210 -0.1 -0.1 0.0
C 12.368220 -4.232401 -0.153471 0.2 -0.2 -0.1
C -2.364044 -4.844474 6.614022 -0.5 -0.2 0.0
C -2.965180 5.239907 2.745283 0.2 0.4 -0.3
C -6.539393 -2.217531 -7.214665 0.3 -0.2 0.4
C -3.101162 3.931793 5.708992 0.4 0.2 0.1
C 6.373330 5.591692 4.069508 -0.1 0.1 0.0
C -0.701769 -3.407010 5.801874 0.0 -0.1 -0.1
C 0.144006 3.312967 2.058838 -2.4 1.5 2.5
C -3.998913 -7.875288 -5.564277 0.0 -0.3 -0.4
C -3.262238 -9.179972 -5.785345 0.2 0.0 0.2
C 0.733495 -3.284251 -6.024414 0.1 -0.3 -0.2
C 8.437009 6.325437 3.300436 0.3 0.1 0.0
C -3.020396 -5.317303 5.333522 0.1 0.1 -0.2
C -0.638069 1.117697 3.241147 0.5 0.9 -0.3
C 6.509811 -1.268210 4.191094 0.3 -0.1 0.4
C -7.086036 -2.738314 -5.900630 -0.2 0.1 0.1
C 9.291574 -0.978844 1.134486 -0.4 0.2 -0.1
C 10.856999 -2.558025 0.394265 -0.1 -0.1 0.1
C 7.981315 -1.691860 0.875739 0.0 -0.2 -0.2
C -5.281300 4.458328 -5.096971 -0.2 0.0 -0.5
C 2.967283 1.358738 2.693783 0.0 0.1 -0.1
C -0.677564 -1.535374 -5.436282 -0.1 0.0 0.1
C -1.282089 3.586973 3.982663 0.7 -0.6 2.0
C 3.800897 6.162210 5.583889 0.2 0.2 0.0
C 1.050064 -2.159245 4.938756 0.3 0.1 -0.1
C -1.859472 4.179893 2.675602 -0.6 1.1 -0.7
C -6.105603 3.336175 -5.693056 0.0 -0.2 0.2
C -2.586897 -6.774064 -4.053485 0.0 -0.2 0.1
H -4.323914 4.569734 -5.606868 0.1 -0.1 0.1
H 5.330848 -1.060298 5.992344 0.1 0.1 0.0
H 8.937089 6.505058 2.352011 -0.2 0.0 -0.1
H 13.196423 -4.765072 0.306821 -0.1 0.1 0.2
H -5.949866 -2.995715 -7.696843 -0.2 0.1 -0.2
H -3.198592 2.389473 -0.443496 -0.1 0.1 0.0
H -3.516630 -9.602297 -6.757885 0.0 0.0 0.0
H -10.697311 0.600872 -9.458459 0.1 -0.2 -0.1
H 0.634107 -1.252993 5.360453 -0.1 -0.1 0.0
H -0.493650 -6.589391 -2.396246 0.0 0.0 -0.1
H 3.038763 5.858510 6.301785 0.0 0.0 0.0
H 1.548316 -3.857375 -5.589370 -0.1 0.1 0.2
H 2.335563 1.414948 1.819735 0.1 -0.2 -0.1
H -2.406040 -5.635159 7.361605 0.3 0.0 0.0
H 4.618819 4.175106 5.288518 0.2 0.1 0.0
H 0.769321 -2.257560 3.890354 -0.1 0.1 0.0
H -3.147053 5.623237 3.749431 0.4 0.1 -0.1
H 12.746403 -3.644356 -0.987499 -0.1 0.0 0.0
H 2.342471 1.203540 3.574302 0.1 0.1 0.1
H -2.195832 0.760909 -3.782717 0.2 -0.1 0.1
H -10.650574 0.398195 -7.699470 0.1 0.1 0.1
H -0.979724 -5.006282 -3.072247 0.0 -0.1 -0.1
H -2.243265 2.371525 -1.933166 -0.1 0.0 -0.1
H 8.478374 7.234770 3.899541 0.0 -0.1 0.1
H -3.888618 4.746028 2.436883 0.1 -0.1 0.1
H -5.580801 2.383379 -5.632617 0.1 0.0 -0.1
H 8.040031 -2.318731 -0.013585 0.0 0.1 -0.1
H -3.019860 -4.533435 4.576701 -0.1 0.1 0.1
H 7.174183 -0.972591 0.735201 0.0 0.0 0.1
H -4.053008 -5.613640 5.520264 0.0 0.0 0.0
H -2.873700 -3.974891 7.030341 0.1 0.1 -0.1
H -3.521189 -9.900439 -5.007814 -0.1 0.0 -0.1
H 3.527766 2.288444 2.784067 0.0 -0.1 0.1
H -1.864567 0.739118 -5.501080 0.1 -0.1 0.0
H -7.760841 -3.578247 -6.074147 0.1 -0.1 0.0
H -6.326909 3.538340 -6.741108 0.0 0.0 0.0
H 3.409705 6.980604 4.977066 -0.1 -0.1 0.0
H 1.115961 -2.721457 -6.873912 -0.1 0.1 0.0
H 4.657767 6.549604 6.135122 0.0 -0.1 0.0
H 11.632675 -4.956431 -0.502783 0.0 0.1 -0.1
H -9.451429 1.439428 -8.521275 0.0 -0.1 0.1
H -2.282566 2.056955 5.252111 -1.0 -0.2 -1.2
H 8.940026 5.509386 3.815926 -0.1 0.0 0.1
H -3.483253 -1.177752 -5.758022 0.1 0.1 0.0
H 9.193493 -0.336948 2.009355 0.2 -0.1 0.1
H -3.731404 -7.129994 -6.314173 0.1 0.0 0.1
H 7.142727 -2.022321 3.728578 -0.2 0.0 -0.2
H -3.742340 -1.188638 -4.022046 0.0 0.1 0.1
H -1.374913 -5.421724 -1.397745 -0.2 -0.1 0.0
H 9.576280 -0.343250 0.295552 0.1 -0.2 -0.1
H -4.154651 3.681350 5.768317 0.2 -0.6 1.5
H 0.610588 2.565736 4.028579 0.1 0.1 -0.3
H 5.307268 -2.672683 5.296392 0.1 -0.1 0.0
H -2.675734 4.799007 6.207760 -0.8 1.0 -1.1
H 7.730583 -2.344157 1.711725 0.0 0.1 0.0
H 3.319796 4.610284 4.194225 0.1 0.1 -0.3
H 6.748267 -2.102610 6.163126 0.0 0.0 0.0
H 7.127108 -0.384456 4.358058 -0.2 0.1 0.0
H -7.656573 -1.971504 -5.377087 0.1 0.1 0.0
H -3.649739 1.279604 -1.747019 0.1 0.0 -0.1
H -5.815428 5.401665 -5.198274 0.0 0.0 0.3
H -5.884767 -1.357776 -7.068321 -0.2 0.1 0.0
H -5.072357 -8.042545 -5.639957 0.0 0.1 0.2
H -4.273593 0.204442 -4.988245 0.1 0.0 0.0
H -7.044593 3.220262 -5.149920 0.0 0.1 -0.1
H -0.048105 -3.972897 -6.344368 0.0 0.1 -0.1
H -2.477577 -6.167985 4.918508 -0.1 -0.1 0.1
H -2.117717 7.211447 1.982481 0.1 -0.2 0.3
H -3.624076 5.402557 0.396626 -0.1 0.2 -0.3
H 2.134775 -2.112747 5.008532 0.0 -0.2 0.1
H -6.275258 -3.065304 -5.248531 0.0 0.0 -0.1
H -2.183023 -9.035685 -5.745615 0.0 0.1 -0.1
H -0.769385 4.657273 0.963924 -0.3 0.7 0.2
```
Forces are in eV/Å.

***

Here is a structure of composition C41H74N9OTi in a non-equilibrium geometry from OMol25. Energies are from ωB97M-V with the def2-TZVPD basis set.

Calculated values
- HOMO level (spin up / spin down) (eV) = -5.85 / -7.28
- spin multiplicity = 4
- E (eV) = -82286.707
- <S²> = 3.77
- Kohn-Sham gap (spin up / spin down) (eV) = 5.96 / 7.14

Geometry as XYZ:
```
126
Properties=species:S:1:pos:R:3:forces:R:3
Ti 0.556198 -0.286216 -0.621962 -2.3 2.0 -1.4
O -1.536105 -0.221332 -1.406591 1.7 -0.6 1.7
N 2.074132 0.540513 -2.037546 -1.4 -0.6 1.3
N -0.579387 -5.918866 -1.797839 0.3 -0.5 -0.5
N -1.734565 -1.022216 1.536101 -0.5 0.9 -0.4
N 3.529891 2.459284 2.868322 -0.1 -0.3 -0.4
N -2.360432 2.286963 6.905376 0.8 -0.1 -1.1
N -1.080650 0.012059 -2.716085 0.4 -0.7 1.1
N 1.718831 -1.488321 0.331313 0.6 -6.2 0.8
N 0.780937 1.775026 0.484109 -0.5 0.8 0.8
N -2.434467 2.869098 1.575921 1.0 0.9 0.5
C 3.556574 1.115553 -4.070801 -0.4 -0.8 -1.1
C 0.330361 1.422942 4.758832 0.2 -0.1 1.0
C 3.090396 -5.570048 0.789280 0.0 0.3 0.0
C -3.345826 1.001043 -2.966529 -0.3 -0.1 0.0
C -0.998502 2.138712 4.678414 -1.2 0.2 -0.8
C -3.700175 -2.901039 0.382920 -0.2 0.7 0.7
C -1.575777 0.170107 -5.507660 -1.0 -0.4 -0.5
C -0.030780 -2.520946 2.817445 -0.5 0.0 -0.2
C 3.509401 -3.013749 0.161000 0.6 -3.2 0.7
C 0.535770 5.209682 -0.356346 -0.5 -0.8 0.2
C -0.813400 -0.982427 -4.919789 0.7 -1.0 0.4
C 3.337421 3.586744 -3.965449 0.1 0.4 0.8
C -1.004014 -1.703955 2.086476 1.0 -0.8 0.3
C 3.922995 0.679669 1.048528 -0.4 -0.4 -1.4
C 0.681953 2.742736 1.118097 0.8 -1.2 -0.5
C -1.853583 1.182297 -3.180867 0.9 -1.0 -1.0
C 3.693218 1.667073 2.045815 0.1 1.2 1.5
C 1.282574 2.269342 5.635583 0.6 -0.9 -0.8
C 3.781293 -4.519335 -0.133803 -0.3 -1.2 -0.3
C -1.433888 -2.839099 4.877569 -0.9 0.7 -0.1
C 6.003358 1.702624 0.120788 1.1 -0.2 0.0
C 0.608064 3.991753 1.888224 -0.2 0.3 -1.0
C 4.605172 1.252699 -0.205903 0.2 -0.2 0.1
C -1.655152 -4.258596 -0.091691 0.3 -1.4 0.2
C 2.057060 -2.756769 0.450873 -0.6 6.8 -1.3
C -1.457013 1.384104 -4.636849 0.0 1.9 -0.8
C -4.703345 0.216681 2.138230 -0.5 -0.2 -1.3
C -3.187612 -4.150297 -0.265806 1.0 -0.4 0.4
C 4.324314 2.401910 -3.973550 -0.3 1.6 -0.2
C -1.060947 -5.200506 -1.051384 -0.3 0.4 0.6
C -5.272565 0.963903 3.309445 0.8 0.8 0.0
C -3.230480 2.104780 1.301536 -1.8 -1.4 -1.0
C -4.286276 1.128581 0.921402 1.3 -1.6 1.1
C -1.405754 2.384378 -2.406095 0.1 1.1 1.7
C -2.556099 -1.906930 -3.417175 -0.5 -0.9 0.1
C -0.106850 5.066777 1.035606 -0.2 0.5 0.2
C 2.659184 0.852420 -2.954219 1.4 0.3 -1.2
C -0.682384 -3.516551 3.751127 0.9 -0.5 1.1
C -1.738088 2.216192 5.929361 -0.8 0.2 1.4
C -0.285442 -2.339845 -2.913419 1.4 -1.3 0.4
C -1.186061 -1.281823 -3.447746 -0.7 1.5 -1.8
H 0.097886 3.769746 2.796877 -0.7 -0.1 0.5
H -2.048745 2.262128 -5.023492 0.3 -0.9 0.1
H -1.091654 -3.341014 -0.217392 -0.2 0.4 0.2
H -3.278081 -1.998891 -0.096285 -0.1 -0.4 0.1
H -1.944260 2.473345 -1.427041 0.6 -0.2 -0.7
H -4.498796 1.633906 3.709500 -0.2 -0.1 0.1
H 1.658736 3.103369 5.037335 -0.1 0.2 0.4
H 0.474431 -1.753240 3.419077 0.6 -0.5 -0.2
H 3.207852 -6.620033 0.492205 0.1 0.4 -0.5
H -2.646030 -0.093371 -5.532704 0.3 -0.1 -0.3
H -3.799436 1.974320 -2.848674 -0.3 0.3 0.0
H 0.689598 1.331525 3.722514 0.2 -0.3 0.5
H -1.258540 -4.276372 3.216336 -0.2 0.3 0.0
H 1.618164 5.269239 -0.231110 0.0 0.2 -0.2
H 1.566706 4.368629 2.233816 0.5 -0.4 -0.5
H 6.034486 2.414537 0.945080 -0.1 0.0 0.0
H 0.120160 -2.943927 -3.777810 -0.7 0.2 1.0
H 0.155699 6.028974 -0.982089 0.1 -0.1 0.5
H 0.614447 -3.092633 2.117485 -0.1 1.0 0.3
H 0.643667 -1.982086 -2.455964 0.1 0.4 0.1
H -1.008913 -1.930817 -5.461145 0.2 0.5 0.0
H 0.211246 0.430392 5.269301 0.0 0.6 -0.8
H 0.309033 4.280700 -0.889984 0.2 0.1 -0.2
H 2.153333 1.672812 5.931210 0.0 0.1 -0.2
H 2.927433 0.290581 0.778805 0.5 -0.2 0.1
H -3.472437 -4.155494 -1.312555 0.1 0.0 -0.2
H 3.366262 -4.744207 -1.129573 0.2 0.2 0.1
H -0.790984 -2.994066 -2.162426 0.5 0.5 -0.9
H -1.708179 1.712485 3.953193 0.3 -0.2 0.1
H -0.419262 1.742264 -4.707325 0.0 -0.1 0.4
H 0.017774 6.011472 1.570605 -0.1 0.0 0.1
H 0.281446 -0.798380 -4.952000 -0.4 0.0 -0.1
H 3.426470 -5.589311 1.811488 0.5 0.5 0.6
H -2.183357 -2.177309 4.413252 -0.2 -0.3 0.3
H -3.576704 -5.071888 0.183499 -0.3 0.3 -0.1
H -3.470642 0.432324 -2.038867 -0.1 0.2 -0.2
H -3.881209 0.431634 0.157227 0.1 0.6 0.3
H 6.610853 0.834720 0.404506 -0.1 0.1 0.2
H -2.490432 -2.965612 -3.712190 0.1 0.2 0.3
H -3.851669 0.490909 -3.780400 0.0 0.0 -0.1
H -6.099711 1.571440 3.015948 -0.6 0.6 -0.3
H 6.558597 2.143139 -0.711221 -0.3 0.1 -0.1
H 3.891252 4.516479 -3.765964 -0.3 -0.3 0.3
H 4.545410 -0.123843 1.445456 -0.2 -0.1 0.1
H 4.024532 -2.466960 -0.615283 -0.4 0.7 -0.3
H 0.821715 2.564007 6.569780 -0.3 0.4 0.0
H -0.882355 3.160490 4.294411 0.1 -0.1 0.3
H 4.180869 0.229426 -4.201623 0.1 0.0 0.3
H 0.163781 -4.065059 4.187073 -0.1 -0.1 -0.1
H -5.148096 1.585477 0.498508 -0.6 0.8 -0.2
H -5.638937 0.353743 4.106930 0.0 -0.7 0.5
H -1.181781 4.827390 1.016168 0.5 0.1 -0.3
H -0.324862 2.503714 -2.203688 -0.3 -0.7 -0.1
H -1.418078 -4.709313 0.908731 -0.2 0.7 -0.6
H 5.076087 2.520841 -4.781614 -0.7 -0.3 0.3
H 2.903977 3.767441 -4.922760 -0.5 -0.2 -0.9
H 4.878607 2.527774 -3.064275 0.4 -0.6 0.7
H -3.299404 -1.506147 -4.065325 -0.4 0.7 -0.6
H 4.621091 0.446804 -0.938447 0.1 0.0 -0.1
H -1.919797 -3.523060 5.584204 0.0 0.1 -0.3
H -2.916707 -1.809068 -2.406473 -0.3 -0.3 0.5
H 2.490459 3.459120 -3.225552 1.1 0.1 -0.6
H 3.971537 -2.784218 1.107009 0.6 0.2 0.5
H 2.935915 1.126842 -4.986132 0.1 0.1 0.3
H -1.255869 0.327716 -6.556353 -0.2 0.2 0.5
H -4.776427 -2.884564 0.262018 -0.4 0.2 0.1
H 2.024208 -5.369240 0.871594 -0.2 0.0 -0.3
H -5.461805 -0.468012 1.699705 0.4 0.2 0.4
H -1.635496 3.283000 -2.956182 -0.4 0.4 -0.4
H -3.841998 -0.375877 2.426149 0.1 -0.1 0.0
H -0.840222 -2.137242 5.477894 0.4 -0.4 -0.2
H -3.464432 -2.807695 1.472247 -0.2 -0.3 -0.9
H 4.860096 -4.776896 -0.215191 -0.5 0.5 0.2
H 4.047996 2.064152 -0.654592 -0.4 0.2 0.1
```
Forces are in eV/Å.

***

Question: Which of these has the lowest E?
Answer: C41H73F5N2O27S